(1)
The following is a DFT calculation (ωB97M-V with the def2-TZVPD basis set) of a structure of composition C40H52AgN4O4SSi2.

Last column: Löwdin spin population.
Atoms and positions in Å:
Ag -0.94633 0.53072 -0.18239  0.000
C 2.23841 -0.49163 3.48540  0.000
C 2.12815 1.02961 3.49008  0.000
C 3.49346 1.64191 3.80077  0.000
C 1.09286 1.47519 4.51865  0.000
O 1.66704 1.38509 2.19966  0.000
Si 1.74700 2.80084 1.34160  0.000
S 0.38089 2.86462 -0.16782  0.000
O 3.34745 2.99140 0.87638  0.000
C 4.02544 2.42884 -0.24128  0.000
C 5.50769 2.45761 0.12303  0.000
C 3.76959 3.29361 -1.47198  0.000
C 3.58153 0.99005 -0.49457  0.000
O 1.65044 3.96458 2.53232  0.000
C 1.70887 5.37765 2.48662  0.000
C 1.67184 5.92854 1.06364  0.000
C 0.51189 5.89726 3.27804  0.000
C 3.01679 5.78872 3.16460  0.000
H 2.60820 -0.85732 4.44755  0.000
H 2.92578 -0.80961 2.69970  0.000
H 1.26300 -0.92807 3.27308  0.000
H 3.79800 1.36811 4.81519  0.000
H 3.46166 2.72708 3.72225  0.000
H 4.24259 1.27365 3.09823  0.000
H 1.36687 1.12507 5.51841  0.000
H 0.12060 1.05963 4.25017  0.000
H 1.01300 2.56195 4.52596  0.000
H 5.80573 3.47725 0.37525  0.000
H 6.11959 2.10414 -0.71031  0.000
H 5.69530 1.82053 0.98925  0.000
H 4.17962 4.29501 -1.31643  0.000
H 2.69710 3.37318 -1.64789  0.000
H 4.23884 2.85518 -2.35627  0.000
H 3.61334 0.41893 0.43411  0.000
H 4.23841 0.51171 -1.22449  0.000
H 2.55956 0.95914 -0.87277  0.000
H 0.78811 5.57524 0.53429  0.000
H 2.54620 5.59764 0.50149  0.000
H 1.66722 7.02203 1.09632  0.000
H -0.41321 5.59307 2.78708  0.000
H 0.53105 6.98800 3.35283  0.000
H 0.52235 5.47342 4.28392  0.000
H 3.85071 5.30482 2.65410  0.000
H 3.01614 5.46645 4.20821  0.000
H 3.15919 6.87255 3.13017  0.000
O -0.52440 -0.88058 1.70339  0.003
N -0.95370 -2.01821 2.13164  0.004
C -2.18185 -2.12527 2.67955  -0.001
C -2.65846 -3.35164 3.09118  0.001
C -1.87861 -4.48635 2.94437  0.001
C -0.61719 -4.35684 2.38456  0.002
C -0.17230 -3.11609 1.98889  0.000
H -2.73092 -1.19812 2.70777  0.000
H -3.65919 -3.40123 3.49686  0.000
H -2.25617 -5.45719 3.23267  0.001
H 0.02182 -5.20749 2.20008  0.000
H 0.77332 -2.92109 1.50619  0.000
C -5.13756 -3.69936 -0.00806  0.001
C -4.53188 -2.44851 0.03019  0.094
N -3.21498 -2.29541 -0.09737  -0.009
C -2.46391 -3.37182 -0.27576  0.069
C -2.94993 -4.70609 -0.29884  0.040
C -4.35004 -4.81907 -0.16044  0.069
C -2.14433 -5.89014 -0.30794  0.195
C -0.77878 -6.11309 -0.49116  0.114
C 0.24600 -5.36039 -1.09740  0.105
C 0.06139 -4.25909 -1.98378  0.059
C 1.16598 -3.63061 -2.48505  0.026
N 2.43490 -4.00801 -2.21613  0.106
C 2.50701 -5.08858 -1.43536  0.004
N 1.53911 -5.78190 -0.87804  0.078
H -6.21379 -3.78601 0.08973  -0.002
H -5.11638 -1.54403 0.15257  0.005
H -1.40202 -3.18303 -0.34711  0.005
H -4.79759 -5.80813 -0.16961  0.004
H -2.70210 -6.77799 -0.01415  0.011
H -0.41627 -7.07382 -0.13019  0.003
H -0.92689 -3.93886 -2.27931  0.006
H 1.04838 -2.77622 -3.14563  0.000
H 3.51522 -5.44860 -1.23174  -0.002
C -5.59740 -2.32995 -3.45201  0.000
C -5.99231 -1.12407 -2.89343  0.001
C -5.04349 -0.16415 -2.56269  0.001
C -3.67687 -0.36193 -2.78078  0.000
C -3.31126 -1.58677 -3.34927  0.000
C -4.24607 -2.55605 -3.68032  0.000
Si -2.40967 0.91970 -2.13416  0.000
C -1.44916 1.50016 -3.68354  0.000
C -0.69135 0.62877 -4.47228  0.000
C 0.03408 1.07014 -5.57001  0.000
C 0.04129 2.41783 -5.90352  0.000
C -0.67528 3.31011 -5.11919  0.000
C -1.40604 2.85398 -4.02983  0.000
H -6.32911 -3.09139 -3.69596  0.000
H -7.04304 -0.93363 -2.69968  0.000
H -5.37254 0.77190 -2.12370  0.000
H -2.26301 -1.80923 -3.51493  0.000
H -3.91540 -3.50123 -4.09591  0.000
H -3.35081 2.08833 -1.99143  0.000
H -0.64865 -0.42394 -4.21653  0.000
H 0.60908 0.36044 -6.15476  0.000
H 0.60707 2.76892 -6.75922  0.000
H -0.66181 4.36953 -5.35276  0.000
H -1.95009 3.56804 -3.42281  0.000

Force components x, y, z for each atom (eV/Å):
Ag -0.2 0.2 -0.3
C 0.0 -0.1 0.1
C 0.0 0.0 -0.1
C 0.0 0.0 0.0
C 0.0 0.0 0.1
O 0.0 0.2 -0.1
Si 0.2 -0.1 0.1
S 0.0 -0.1 0.2
O -0.1 0.1 0.0
C 0.0 0.0 0.0
C 0.0 0.0 0.0
C 0.0 0.0 0.0
C 0.0 0.0 0.0
O -0.2 0.0 0.0
C 0.1 0.0 0.0
C 0.0 0.0 0.0
C 0.0 0.0 0.0
C 0.0 0.0 0.0
H 0.0 0.0 0.0
H 0.0 0.0 0.0
H 0.0 0.0 0.0
H 0.0 0.0 0.0
H 0.0 0.0 0.0
H 0.0 0.0 0.0
H 0.0 0.0 0.0
H 0.0 0.0 0.0
H 0.0 0.0 0.0
H 0.0 0.0 0.0
H 0.0 0.0 0.0
H 0.0 0.0 0.0
H 0.0 0.0 0.0
H 0.0 0.0 0.0
H 0.0 0.0 0.0
H 0.0 0.0 0.0
H 0.0 0.0 0.0
H 0.0 0.0 0.0
H 0.0 0.0 0.0
H 0.0 0.0 0.0
H 0.0 0.0 0.0
H 0.0 0.0 0.0
H 0.0 0.0 0.0
H 0.0 0.0 0.0
H 0.0 0.0 0.0
H 0.0 0.0 0.0
H 0.0 0.0 0.0
O 0.1 0.2 0.2
N 0.0 0.0 -0.3
C 0.1 -0.1 0.0
C 0.0 0.1 0.0
C 0.0 0.0 0.0
C 0.1 0.1 0.0
C -0.1 0.0 0.0
H 0.0 0.0 0.0
H 0.0 0.0 0.0
H 0.0 0.0 0.0
H 0.0 0.0 0.0
H 0.0 0.0 0.0
C 0.0 0.0 0.0
C 0.0 0.1 0.0
N -0.1 -0.2 0.0
C -0.1 -0.1 0.1
C 0.1 0.0 0.0
C 0.0 0.0 0.0
C 0.0 0.0 -0.1
C 0.0 -0.1 0.1
C 0.0 0.0 -0.1
C 0.0 0.0 0.0
C 0.0 0.0 0.0
N 0.0 0.0 0.0
C 0.1 0.0 0.0
N 0.0 0.0 0.1
H 0.0 0.0 0.0
H 0.0 0.0 0.0
H 0.0 0.0 -0.1
H 0.0 0.0 0.0
H 0.0 0.0 0.0
H 0.0 0.0 0.0
H 0.0 0.0 0.0
H 0.0 0.0 0.0
H 0.0 0.0 0.0
C 0.0 0.0 0.0
C 0.0 0.0 0.0
C 0.0 0.1 -0.1
C 0.0 -0.1 0.1
C 0.0 0.0 0.0
C 0.0 0.0 0.0
Si 0.1 -0.1 0.1
C 0.0 0.0 0.0
C 0.0 0.0 0.0
C 0.0 0.0 0.0
C 0.0 0.0 0.0
C 0.0 0.0 0.0
C 0.0 0.0 0.0
H 0.0 0.0 0.0
H 0.0 0.0 0.0
H 0.0 0.0 0.0
H 0.0 0.0 0.0
H 0.0 0.0 0.0
H 0.0 0.1 0.1
H 0.0 0.0 0.0
H 0.0 0.0 0.0
H 0.0 0.0 0.0
H 0.0 0.0 0.0
H 0.0 0.0 0.0

The energy above the lowest of the compared OMol25 structures with the same formula, charge and spin comes out at 15.5 kJ/mol. The total charge is -2. As for the expectation value of S²: 0.78. As for the max |F|: 0.43 eV Å⁻¹. The spin multiplicity is 2. For the HOMO energy (spin up / spin down), the calculation gives -0.265 / -1.582 eV.


(2)
The following is a DFT calculation (ωB97M-V with the def2-TZVPD basis set) of a structure of composition C40H52As2GeN4S4W at a distorted geometry.

Last column: Mulliken charge in e.
Atoms and positions in Å:
W -0.51433 0.89703 0.19916  -1.216
C 3.40892 2.30160 -0.09535  0.423
C 2.35483 2.36632 -1.21412  -1.161
C 1.86083 0.99721 -1.73341  -0.954
N 0.40873 0.79390 -1.58023  0.517
C -0.31176 0.38797 -2.68620  -0.029
C 0.26505 -0.33427 -3.70938  -0.386
C -0.26986 -0.74350 -4.93914  -0.960
C -1.45416 -0.37519 -5.51956  -0.689
C -2.42692 0.47642 -4.97531  -0.681
C -2.53997 0.97680 -3.70552  -0.408
C -1.70956 0.76521 -2.57566  1.316
N -2.07420 1.04887 -1.33766  0.194
C -3.26219 1.87594 -1.10744  -1.448
C -2.95399 3.32262 -1.52470  -0.533
C -1.45113 3.55105 -1.40094  -1.624
N -0.90991 3.00442 -0.16223  0.507
C -0.84040 3.78543 0.91673  0.785
C -1.46686 5.05310 0.98820  -0.382
C -1.62609 5.91291 2.04259  -0.756
C -1.20344 5.77918 3.37182  -0.584
C -0.44125 4.76410 3.87750  -0.815
C 0.12005 3.65620 3.22216  -0.108
C -0.01830 3.19704 1.93315  0.289
N 0.61906 2.02570 1.49082  1.088
C 2.00871 1.91438 2.00781  -0.356
C 2.97071 2.83766 1.26430  -1.372
H 3.73301 1.26655 0.04414  -0.796
H 4.30116 2.84497 -0.40791  0.429
H 2.77758 2.90091 -2.06490  0.724
H 1.49430 2.95388 -0.89740  0.053
H 2.39102 0.18107 -1.23318  -0.016
H 2.09104 0.94269 -2.79538  1.059
H 1.27966 -0.66642 -3.53165  0.401
H 0.37129 -1.39175 -5.52445  0.440
H -1.64663 -0.74495 -6.51874  0.422
H -3.23748 0.74027 -5.64506  0.433
H -3.42931 1.56511 -3.52908  0.305
H -3.49555 1.83379 -0.04708  0.487
H -4.13436 1.47736 -1.62555  0.709
H -3.51661 4.00652 -0.88794  0.423
H -3.25590 3.52787 -2.55246  0.476
H -1.20070 4.60719 -1.49168  1.066
H -0.92430 3.06229 -2.22035  0.152
H -1.93851 5.38743 0.07636  0.421
H -2.19054 6.81078 1.81937  0.415
H -1.50526 6.56104 4.05692  0.407
H -0.20856 4.82157 4.93428  0.456
H 0.72006 3.04656 3.87691  0.311
H 2.35130 0.89296 1.92314  -0.302
H 2.02279 2.14126 3.06909  0.602
H 3.86226 2.93298 1.88933  0.737
H 2.54636 3.84377 1.18029  0.284
S -1.70853 -2.42207 3.45116  -0.203
As -1.06125 -0.50745 3.37221  0.686
S -2.20186 0.75773 1.92385  -0.438
S 0.89795 -0.69879 1.07150  0.052
S 0.14247 0.47821 4.66797  -0.232
C -4.82295 -0.91588 0.25484  -1.244
C -3.75455 -1.98339 0.48178  -0.690
As -2.00001 -1.71393 -0.36581  1.476
C -1.04950 -3.32804 0.18968  0.549
C -1.90539 -4.56999 0.40583  -1.585
C -2.43244 -2.31109 -2.20707  -0.711
C -3.80145 -1.95200 -2.77406  -1.475
H -5.79677 -1.31641 0.53933  0.469
H -4.89633 -0.60820 -0.78454  0.175
H -4.64606 -0.03252 0.86330  0.238
H -4.09029 -2.94431 0.08821  0.671
H -3.56781 -2.12193 1.54571  0.229
H -0.51527 -3.08172 1.10610  -0.850
H -0.30827 -3.49313 -0.59646  0.561
H -2.69415 -4.39073 1.13529  0.327
H -1.28115 -5.37482 0.79595  0.451
H -2.36555 -4.92778 -0.51605  0.315
H -2.35503 -3.39846 -2.14615  0.772
H -1.63322 -1.99673 -2.87112  0.208
H -4.60078 -2.44392 -2.22251  0.444
H -3.86838 -2.28438 -3.81130  0.386
H -3.99784 -0.88074 -2.76542  0.247
Ge 2.32261 -2.42360 0.34049  0.239
C 4.01125 -1.48918 0.39365  0.425
C 4.73892 -1.29912 -0.77968  -0.461
C 5.94956 -0.62011 -0.74906  -0.691
C 6.43289 -0.12466 0.45483  -0.635
C 5.71574 -0.31866 1.62898  -0.619
C 4.50890 -1.00255 1.60188  -0.064
C 1.96886 -3.78544 1.65459  0.678
C 1.82487 -3.45119 2.99939  0.140
C 1.58325 -4.44537 3.93609  -0.853
C 1.48706 -5.77042 3.53390  -0.558
C 1.63041 -6.10648 2.19356  -0.615
C 1.86753 -5.11588 1.25190  -0.670
H 1.93664 -2.79320 -1.09694  -0.081
H 4.37354 -1.69691 -1.72091  0.429
H 6.51835 -0.48750 -1.65993  0.457
H 7.37783 0.40162 0.48138  0.433
H 6.10609 0.04885 2.56922  0.475
H 3.96812 -1.16871 2.52775  0.291
H 1.88695 -2.41829 3.32723  0.368
H 1.46669 -4.18291 4.97929  0.448
H 1.30028 -6.54378 4.26690  0.423
H 1.56049 -7.14000 1.88107  0.446
H 1.97688 -5.38788 0.20780  0.417

Force components x, y, z for each atom (eV/Å):
W 0.4 0.7 -0.7
C 0.0 0.0 0.0
C 0.0 -0.1 -0.1
C 0.1 0.1 0.1
N -0.3 -0.2 0.1
C 0.0 0.0 -0.1
C 0.0 0.1 0.0
C 0.0 0.0 -0.1
C 0.1 0.0 0.0
C 0.0 0.1 0.0
C 0.0 0.0 -0.1
C 0.0 0.0 0.1
N 0.1 -0.1 0.0
C 0.0 0.1 0.0
C 0.0 0.0 0.0
C 0.0 0.0 -0.1
N -0.2 -0.2 0.4
C 0.0 -0.1 0.0
C 0.0 0.1 0.0
C 0.0 0.0 -0.1
C 0.0 0.0 0.0
C 0.0 0.1 0.0
C 0.0 0.0 0.0
C 0.0 0.1 0.1
N -0.2 -0.2 -0.2
C 0.0 0.0 0.1
C 0.0 0.0 0.0
H 0.1 0.0 0.0
H 0.0 0.0 0.0
H 0.0 0.0 0.0
H 0.0 0.0 0.0
H 0.0 0.0 0.0
H 0.0 0.0 0.0
H 0.0 0.0 0.0
H 0.0 0.0 0.0
H 0.0 0.0 0.0
H 0.0 0.0 0.0
H 0.0 0.0 0.0
H 0.0 0.0 0.0
H 0.0 0.0 0.0
H 0.0 0.0 0.0
H 0.0 0.0 0.0
H 0.0 0.0 0.0
H 0.0 0.0 0.0
H 0.0 0.0 0.0
H 0.0 0.0 0.0
H 0.0 0.0 0.0
H 0.0 0.0 0.0
H 0.0 -0.1 0.0
H 0.0 0.0 0.0
H 0.0 0.0 0.0
H 0.0 0.0 0.0
H 0.0 0.0 0.0
S 0.1 0.2 0.1
As -0.1 -0.1 0.2
S -0.2 0.0 0.0
S 0.3 -0.4 0.1
S 0.0 -0.1 -0.1
C 0.0 -0.1 0.0
C -0.1 0.2 0.0
As 0.0 -0.2 0.0
C 0.1 0.1 0.1
C 0.0 0.0 0.0
C -0.1 0.0 0.0
C 0.0 0.0 0.0
H 0.0 0.0 0.0
H 0.0 0.0 0.0
H 0.0 0.0 0.0
H 0.0 0.0 0.0
H 0.0 0.0 0.0
H 0.0 0.0 -0.1
H 0.0 -0.1 0.0
H 0.0 0.0 0.0
H 0.0 0.0 0.0
H 0.0 0.0 0.0
H 0.0 0.0 0.0
H 0.1 0.1 -0.1
H 0.0 0.0 0.0
H 0.0 0.0 0.0
H 0.0 0.0 0.0
Ge -0.1 0.1 0.0
C -0.1 -0.1 0.0
C 0.0 0.0 0.0
C 0.0 0.0 0.0
C 0.0 0.0 0.0
C 0.0 0.0 0.0
C 0.1 0.0 0.0
C 0.0 0.2 -0.1
C 0.0 -0.1 0.0
C 0.0 0.0 0.0
C 0.0 0.0 0.0
C 0.0 0.0 0.0
C 0.0 0.0 0.0
H 0.0 0.0 0.0
H 0.0 0.0 0.0
H 0.0 0.0 0.0
H 0.0 0.0 0.0
H 0.0 0.0 0.0
H 0.0 0.0 0.0
H 0.0 0.0 0.0
H 0.0 0.0 0.0
H 0.0 0.0 0.0
H 0.0 0.0 0.0
H 0.0 0.0 0.0

The energy above the lowest of the compared OMol25 structures with the same formula, charge and spin comes out at 148.2 kJ/mol. The total charge is +2. As for the max |F|: 1.06 eV Å⁻¹. For the HOMO energy, the calculation gives -12.871 eV.


Look up the total charge of the first one. -2